Record 1
ORCA calculation (ωB97M-V/def2-TZVPD) on a 2-piece molecular cluster, C11H18N overall at a distorted geometry.

Summary:
total charge: +1
gap between HOMO and LUMO (alpha / beta): 7.3 / 8.3 eV
energy relative to the best compared isomer or geometry (same formula, charge and spin): 135.30 kcal/mol
E_HOMO (alpha / beta): -0.438 / -0.418 hartree
E_LUMO (alpha / beta): -4.633 / -3.084 eV

```
30
C11H18N (ωB97M-V/def2-TZVPD)
C -3.697 -0.228 -0.070
C -3.118 0.687 -1.002
C -2.927 -0.730 0.896
C -1.800 0.886 -0.997
C -1.522 -0.837 0.674
C -0.923 -0.058 -0.284
C 0.456 2.812 0.652
C 2.825 0.060 -0.549
C 1.439 -0.734 1.251
C 1.499 -2.081 -0.643
C 0.366 0.125 -0.729
N 1.528 -0.638 -0.201
H -4.721 -0.160 0.074
H -3.747 1.445 -1.550
H -3.206 -1.142 1.872
H -1.516 1.765 -1.595
H -0.972 -1.427 1.352
H 0.927 2.671 -0.342
H -0.632 3.130 0.728
H 1.013 2.730 1.641
H 2.838 1.118 -0.164
H 3.705 -0.476 -0.119
H 2.964 -0.026 -1.647
H 2.399 -0.715 1.746
H 0.931 0.127 1.742
H 0.733 -1.659 1.361
H 0.901 -2.734 -0.080
H 1.182 -2.121 -1.731
H 2.557 -2.498 -0.597
H 0.518 0.709 -1.690
```

=====

Record 2
ORCA calculation (ωB97M-V/def2-TZVPD) on a 10-piece molecular cluster, C31H60Cl8O18 overall at a distorted geometry.

Summary:
expectation value of S²: 0.76
total charge: +1
spin multiplicity: 2
gap between HOMO and LUMO (alpha / beta): 9.6 / 2.0 eV
E_HOMO (alpha / beta): -0.433 / -0.433 hartree
E_LUMO (alpha / beta): -2.224 / -9.804 eV

```
117
C31H60Cl8O18 (ωB97M-V/def2-TZVPD)
Cl -24.642 20.837 -10.162
C -24.803 19.943 -8.691
C -23.552 20.171 -7.762
Cl -23.294 21.834 -7.132
H -24.910 18.928 -9.075
H -25.715 20.312 -8.223
H -22.581 19.903 -8.177
H -23.762 19.472 -6.953
Cl -21.752 16.508 -16.615
C -20.841 17.851 -15.827
C -21.777 18.998 -15.617
Cl -20.904 20.362 -14.848
H -20.034 18.167 -16.488
H -20.429 17.480 -14.889
H -22.618 18.717 -14.983
H -22.022 19.410 -16.596
Cl -14.941 14.553 -15.008
C -14.607 16.045 -15.946
C -13.325 16.810 -15.429
Cl -13.457 17.525 -13.811
H -15.438 16.715 -15.722
H -14.606 15.896 -17.026
H -13.010 17.643 -16.057
H -12.454 16.154 -15.401
Cl -24.094 15.551 -10.693
C -25.710 15.184 -11.337
C -26.724 16.253 -10.894
Cl -28.288 16.003 -11.665
H -25.850 14.152 -11.016
H -25.703 15.164 -12.427
H -26.390 17.242 -11.207
H -26.741 16.105 -9.814
C -22.234 24.010 -10.189
C -21.393 22.796 -10.473
O -21.411 22.736 -11.817
C -22.033 23.795 -12.387
O -22.056 24.129 -13.573
O -22.685 24.522 -11.424
H -21.703 24.813 -9.678
H -23.105 23.781 -9.574
H -21.842 21.879 -10.091
H -20.363 22.920 -10.138
C -19.363 13.693 -10.909
C -20.184 14.587 -11.778
O -19.522 14.896 -13.034
C -19.613 14.151 -14.086
O -20.182 13.036 -14.187
O -19.045 14.811 -15.156
C -19.212 14.275 -16.461
H -18.804 12.968 -11.501
H -19.945 13.183 -10.141
H -18.577 14.192 -10.342
H -20.376 15.511 -11.233
H -21.175 14.178 -11.976
H -18.925 14.949 -17.268
H -20.207 13.882 -16.671
H -18.418 13.528 -16.432
C -18.413 12.614 -6.905
C -19.984 12.850 -7.092
O -20.208 14.039 -7.780
C -20.063 15.246 -7.122
O -19.556 15.389 -6.007
O -20.599 16.203 -7.888
C -20.559 17.556 -7.497
H -17.975 13.484 -6.415
H -17.893 12.452 -7.849
H -18.200 11.827 -6.182
H -20.395 12.732 -6.089
H -20.361 12.042 -7.719
H -21.594 17.882 -7.592
H -20.134 18.127 -8.324
H -19.908 17.831 -6.667
C -15.921 18.245 -7.963
C -16.013 17.109 -6.937
O -15.026 17.022 -5.872
C -14.012 16.232 -5.887
O -13.622 15.758 -6.953
O -13.260 16.311 -4.767
C -11.956 15.806 -4.722
H -16.713 18.288 -8.710
H -15.032 18.122 -8.581
H -15.873 19.236 -7.511
H -16.168 16.160 -7.449
H -16.957 17.236 -6.407
H -11.271 16.573 -4.361
H -11.575 15.469 -5.687
H -11.779 14.980 -4.033
C -13.408 22.337 -9.628
C -14.654 23.183 -9.653
O -15.342 23.222 -10.918
C -16.352 22.378 -11.202
O -16.789 21.462 -10.446
O -16.952 22.816 -12.304
C -18.079 22.091 -12.835
H -13.537 21.325 -10.013
H -13.019 22.158 -8.626
H -12.590 22.735 -10.229
H -14.315 24.203 -9.470
H -15.319 22.888 -8.841
H -17.790 21.104 -13.197
H -18.533 22.600 -13.684
H -18.844 22.068 -12.059
C -21.963 18.029 -11.105
C -20.862 19.129 -10.860
O -19.624 18.423 -10.730
C -18.841 18.326 -11.806
O -19.090 18.582 -12.956
O -17.668 17.949 -11.314
C -16.585 17.742 -12.209
H -23.000 18.355 -11.018
H -21.792 17.245 -10.367
H -21.889 17.474 -12.040
H -21.044 19.673 -9.934
H -20.923 19.862 -11.665
H -15.815 18.495 -12.039
H -16.718 17.859 -13.284
H -16.111 16.771 -12.069
```

=====

Record 3
ORCA calculation (ωB97M-V/def2-TZVPD) on C7H14N4 as an isolated structure at a distorted geometry.

Summary:
total charge: +2
gap between HOMO and LUMO: 9.6 eV
energy relative to the best compared isomer or geometry (same formula, charge and spin): 92.46 kcal/mol
E_HOMO: -0.658 hartree
E_LUMO: -8.294 eV

```
25
C7H14N4 (ωB97M-V/def2-TZVPD)
C -0.696 1.430 -1.706
C -0.788 0.187 -0.916
C 0.270 2.362 -0.945
C -0.730 -2.033 0.933
C -1.743 -1.881 -0.216
C -0.401 -0.749 1.566
C 1.589 -0.349 -0.362
N -1.599 -0.727 -0.996
N -1.305 1.553 -2.775
N 0.477 1.672 0.373
N 0.354 0.268 0.123
H 1.216 2.450 -1.489
H -0.147 3.361 -0.813
H -1.180 -2.649 1.727
H 0.159 -2.583 0.612
H -1.704 -2.735 -0.902
H -2.781 -1.862 0.140
H -1.246 -0.110 1.804
H 0.405 -0.736 2.288
H 2.395 0.380 -0.437
H 1.925 -1.144 0.303
H 1.434 -0.776 -1.356
H -1.231 2.394 -3.338
H 1.382 1.917 0.816
H -0.268 1.981 1.020
```

=====

Record 4
ORCA calculation (ωB97M-V/def2-TZVPD) on a 6-piece molecular cluster, C11H38N3O5 overall at a distorted geometry.

Summary:
total charge: +1
gap between HOMO and LUMO: 8.3 eV
energy relative to the best compared isomer or geometry (same formula, charge and spin): 0.00 kcal/mol
E_HOMO: -0.424 hartree
E_LUMO: -3.282 eV

```
57
C11H38N3O5 (ωB97M-V/def2-TZVPD)
N 6.498 23.467 9.608
H 6.471 24.468 9.472
H 5.726 23.000 9.155
H 6.576 23.346 10.608
H 7.333 23.129 9.152
C 5.560 28.765 9.614
O 4.810 27.721 8.903
H 6.286 28.423 10.351
H 6.175 29.352 8.933
H 4.972 29.477 10.194
H 4.345 28.135 8.173
C 10.359 19.206 11.345
O 10.848 20.538 11.669
H 9.378 19.204 10.871
H 11.192 18.977 10.681
H 10.244 18.568 12.221
H 10.774 20.499 12.625
C 4.865 18.359 7.963
O 4.336 19.409 8.734
H 4.075 18.040 7.282
H 5.766 18.679 7.440
H 5.060 17.553 8.670
H 3.643 19.145 9.344
C 9.029 25.404 15.143
C 9.244 23.911 15.032
C 9.653 23.232 16.377
O 10.072 21.881 16.051
C 10.350 21.041 17.161
N 8.062 23.259 14.474
H 8.397 25.694 15.982
H 8.573 25.684 14.194
H 9.953 25.968 15.274
H 10.070 23.705 14.351
H 8.819 23.179 17.076
H 10.466 23.804 16.824
H 10.313 19.995 16.857
H 9.702 21.182 18.026
H 11.239 21.342 17.715
H 7.378 23.727 15.052
H 7.907 22.311 14.785
C 10.286 22.796 4.632
C 10.392 23.242 6.131
C 10.123 24.751 6.454
O 10.027 24.976 7.860
C 11.359 25.133 8.502
N 9.803 22.298 7.043
H 9.256 22.856 4.279
H 10.824 21.864 4.461
H 10.781 23.592 4.076
H 11.442 23.144 6.405
H 9.123 24.959 6.074
H 10.853 25.374 5.937
H 11.045 25.318 9.529
H 11.835 25.984 8.016
H 11.965 24.227 8.490
H 10.416 22.198 7.839
H 9.840 21.345 6.711
```